(1)
{
  "formula": "C28H25BN3O5PS2Se3TeZn",
  "method": "wB97M-V/def2-TZVPD",
  "charge": -2,
  "lumo_ev": 3.77,
  "homo_ev": -0.6,
  "elements": ["O", "C", "H", "N", "S", "H", "C", "C", "B", "Se", "H", "C", "C", "C", "C", "H", "H", "C", "N", "C", "C", "H", "S", "Te", "H", "H", "C", "H", "C", "C", "H", "O", "C", "H", "H", "N", "H", "C", "H", "C", "C", "C", "H", "Zn", "C", "C", "H", "H", "C", "H", "H", "P", "O", "H", "H", "C", "O", "C", "H", "C", "O", "C", "Se", "Se", "H", "H", "C", "C", "H", "C"],
  "positions_angstrom": [[0.955051, 2.304800, 0.830706], [-2.279526, -1.719447, 5.759437], [3.893186, -3.370998, 4.508437], [-0.862667, 1.732249, -1.712480], [-2.677509, 3.464571, -2.061403], [-5.117357, 2.051516, -2.512235], [2.189032, -3.087919, 0.601345], [-0.722334, -1.326447, 3.951556], [1.248657, -1.365238, -0.554689], [0.816725, -0.212693, -3.729316], [-0.249830, 4.709788, -1.072817], [-1.044364, 3.015499, -1.763915], [-4.413132, 0.258624, -3.518191], [3.212010, -2.364219, -0.019547], [3.783200, -4.704951, 1.334524], [-4.038679, 0.750874, -4.416335], [0.825720, 3.466463, -1.317661], [4.519963, -2.779378, 0.052588], [-2.032165, 1.022117, -1.888267], [4.325297, -0.647539, 2.544431], [-2.412528, -3.044660, 5.373714], [1.235661, 2.439202, 6.946132], [-0.308624, 2.615667, 1.532802], [-1.107568, 0.067271, -5.358657], [-1.363177, 0.172123, 5.355063], [1.553749, -2.629008, 4.355421], [2.449079, -4.262540, 1.268834], [5.678879, -2.117156, 3.340550], [0.904553, 2.465330, 5.914735], [4.798381, -3.970916, 0.742855], [-2.829839, -1.342491, 6.613634], [-0.782189, 3.967826, 1.326151], [1.994974, -0.933573, 3.113172], [-0.391375, -3.005170, 2.654412], [1.116749, 0.350247, 5.644971], [-0.012854, 3.921556, -1.660377], [-4.764670, 0.712712, -1.428460], [-3.053271, 1.770818, -2.071752], [-1.840635, -4.532094, 3.927854], [4.651862, -1.775391, 3.290925], [3.650896, -2.480628, 3.940880], [-4.427497, 1.224618, -2.332102], [-0.110570, 4.622342, 3.498838], [0.193535, 0.443683, -0.247447], [-1.443342, -0.863857, 5.049106], [2.327081, -2.061505, 3.853158], [4.014542, -5.635585, 1.839410], [5.096415, -0.103793, 2.012342], [0.088582, 2.506416, 3.271240], [-3.741730, -0.575886, -3.322412], [-5.417761, -0.124778, -3.714713], [0.294789, -0.285162, 2.846459], [-1.275625, 1.551254, 1.222065], [5.300560, -2.209826, -0.436362], [1.642281, -4.837953, 1.708292], [0.834111, 1.290671, 5.182833], [2.720021, -1.272440, -0.633158], [0.147066, 3.698099, 3.994949], [-3.063426, -3.710444, 5.928051], [0.407254, 1.285443, 3.855989], [1.004785, -2.456087, 0.443174], [0.547834, 3.673121, 5.319182], [0.399180, -2.148346, -2.440325], [1.701436, -3.892706, -3.228961], [0.596179, 4.596887, 5.883525], [5.820237, -4.328764, 0.796169], [-0.894540, -2.653785, 3.545951], [-1.721346, -3.507685, 4.259207], [2.749970, 0.628404, 1.842017], [3.006554, -0.234032, 2.450296]],
  "forces_ev_per_a": [[0.025, 0.076, 0.038], [0.044, -0.007, -0.068], [0.002, -0.015, -0.036], [-0.679, -0.132, 0.633], [-0.049, 0.157, -0.128], [-0.009, 0.028, 0.010], [-0.032, -0.094, 0.046], [-0.080, 0.030, -0.087], [0.009, -0.089, 0.399], [0.254, -0.011, -0.194], [0.048, -0.066, 0.047], [0.510, 0.052, -0.129], [-0.158, 0.042, 0.023], [0.080, -0.092, -0.135], [-0.148, 0.143, -0.130], [0.004, -0.045, 0.078], [-0.030, 0.000, 0.029], [0.104, -0.188, -0.004], [0.325, 0.099, 0.099], [-0.067, -0.019, 0.134], [0.007, -0.003, 0.004], [0.004, 0.013, -0.010], [-0.293, -0.118, -0.243], [0.137, 0.034, -0.090], [-0.033, -0.086, -0.013], [0.019, -0.004, 0.017], [0.155, -0.078, 0.019], [-0.034, -0.001, -0.017], [-0.065, 0.063, -0.131], [-0.119, 0.069, -0.088], [-0.005, -0.003, -0.007], [0.007, 0.004, 0.029], [-0.090, 0.167, 0.187], [0.080, -0.019, -0.109], [0.006, 0.029, -0.026], [-0.185, 0.041, -0.024], [-0.017, 0.006, 0.037], [-0.099, -0.276, -0.088], [0.001, 0.001, 0.021], [-0.082, 0.085, 0.056], [-0.023, 0.118, -0.006], [0.075, -0.013, -0.042], [-0.026, 0.006, -0.014], [0.182, -0.121, -0.499], [-0.069, -0.052, 0.088], [0.081, 0.060, 0.075], [-0.011, 0.000, 0.018], [-0.020, -0.028, -0.021], [-0.045, 0.211, 0.033], [0.010, 0.046, -0.039], [-0.024, 0.002, 0.060], [0.394, 0.016, 0.195], [-0.014, 0.502, 0.117], [-0.002, -0.015, -0.006], [0.010, 0.028, 0.014], [0.112, -0.035, 0.092], [-0.190, 0.076, -0.062], [0.055, -0.236, -0.054], [0.002, 0.000, -0.013], [0.062, -0.285, -0.217], [-0.020, 0.021, -0.207], [0.047, -0.076, 0.078], [-0.064, -0.071, 0.001], [-0.008, 0.054, 0.133], [0.003, -0.016, 0.008], [0.010, 0.002, -0.006], [-0.117, -0.037, 0.119], [0.015, 0.031, -0.010], [0.016, -0.032, -0.001], [0.012, 0.056, 0.016]],
  "nbo_charge": [-1.06, -0.22, 0.20, -0.43, 0.34, 0.20, 0.32, -0.24, 0.13, -0.25, 0.39, 0.24, -0.60, 0.26, -0.25, 0.23, 0.41, -0.27, -0.24, -0.21, -0.23, 0.20, 2.39, -0.64, 0.22, 0.21, -0.30, 0.20, -0.22, -0.25, 0.20, -1.00, -0.25, 0.25, 0.22, -0.80, 0.22, 0.07, 0.21, -0.20, -0.21, -0.44, 0.24, 1.30, -0.23, -0.25, 0.19, 0.21, -0.23, 0.25, 0.18, 0.87, -1.02, 0.21, 0.20, -0.20, -0.71, -0.21, 0.20, -0.33, -0.74, -0.22, 0.20, -0.68, 0.20, 0.19, -0.23, -0.20, 0.24, -0.23]
}

***

(2)
{
  "formula": "C4H8O2",
  "method": "wB97M-V/def2-TZVPD",
  "lumo_ev": 1.10,
  "homo_ev": -8.5,
  "elements": ["C", "H", "H", "H", "H", "C", "O", "H", "C", "H", "H", "C", "O", "H"],
  "positions_angstrom": [[2.085109, 0.454012, -0.660569], [-1.402137, -1.442088, -0.439144], [-1.557541, -1.179348, 1.332679], [0.456558, 0.269994, 1.334785], [0.863537, -1.378729, 0.777906], [-1.840420, 0.565066, 0.324642], [-2.814084, 0.631951, -0.560424], [-2.993347, 1.553959, -0.342015], [0.302149, -0.467119, 0.528361], [2.740230, -0.400111, -0.425954], [2.345833, 0.840980, -1.648539], [-1.183060, -0.756891, 0.387766], [0.736654, 0.067951, -0.700101], [2.260525, 1.240367, 0.090609]],
  "forces_ev_per_a": [[0.315, 0.090, -0.035], [0.021, 0.027, 0.024], [0.102, -0.060, -0.098], [-0.055, -0.181, -0.131], [0.024, 0.050, -0.073], [0.245, -0.258, 0.333], [0.618, 0.413, 0.688], [-1.138, 0.243, -0.920], [0.052, -0.228, 0.246], [-0.095, 0.115, -0.043], [-0.026, -0.056, 0.152], [0.066, 0.026, 0.003], [-0.066, -0.065, -0.038], [-0.063, -0.116, -0.109]],
  "nbo_charge": [-0.25, 0.21, 0.25, 0.18, 0.17, 0.23, -0.64, 0.51, -0.05, 0.16, 0.19, -0.60, -0.54, 0.17]
}

***

(3)
{
  "formula": "C2H5NO",
  "method": "wB97M-V/def2-TZVPD",
  "lumo_ev": 0.83,
  "smiles": "CC(N)=O",
  "homo_ev": -10.1,
  "elements": ["O", "H", "H", "H", "C", "H", "C", "N", "H"],
  "positions_angstrom": [[-0.155377, -0.182457, -1.360547], [0.439701, -1.100506, 1.625858], [-0.511217, 1.099150, 1.508414], [0.809350, 1.849295, 0.873065], [-0.106974, 1.249359, 0.499516], [-0.621973, 1.934048, -0.222225], [0.133675, 0.011577, -0.175434], [0.168455, -1.134081, 0.691794], [-0.212235, -1.949379, 0.312203]],
  "forces_ev_per_a": [[1.210, 0.555, 1.411], [0.300, 0.135, 1.448], [-0.914, -0.005, -0.702], [-0.739, -1.009, -1.190], [1.926, 4.204, 1.567], [0.080, -0.609, 1.118], [-2.349, -4.534, -0.797], [0.655, 2.579, -2.299], [-0.168, -1.317, -0.556]],
  "nbo_charge": [-0.59, 0.38, 0.24, 0.24, -0.74, 0.26, 0.66, -0.85, 0.40]
}

***

(4)
{
  "formula": "C5H7N3",
  "method": "wB97M-V/def2-TZVPD",
  "lumo_ev": 0.53,
  "smiles": "C=NN(C)/C=C\\C#N",
  "homo_ev": -8.6,
  "elements": ["C", "C", "H", "H", "C", "H", "H", "H", "C", "N", "H", "C", "N", "H", "N"],
  "positions_angstrom": [[0.589527, -1.194151, -0.006833], [-0.183923, 1.178419, -0.011075], [2.460671, -2.157863, 0.008860], [-0.544210, 1.678985, 0.953740], [1.967277, -1.171009, 0.076154], [0.065731, -2.151316, -0.169389], [-0.624429, 1.620809, -0.943195], [-2.609256, 1.274203, 0.225106], [2.840995, -0.073421, 0.080128], [3.547581, 0.826949, -0.069099], [0.881144, 1.205496, -0.032345], [-2.651169, 0.143711, 0.055303], [-0.419158, -0.228764, -0.037168], [-3.636580, -0.266119, -0.089894], [-1.684195, -0.685932, -0.040299]],
  "forces_ev_per_a": [[-0.412, -0.197, -0.436], [-0.215, 0.569, 0.434], [-0.452, 0.691, 0.101], [0.305, -0.621, -1.407], [-1.806, -1.320, -0.156], [0.719, 0.291, 0.392], [0.344, -0.013, 0.983], [0.281, -1.679, -0.340], [0.199, 0.926, -0.419], [-0.053, -0.167, 0.333], [0.724, 0.954, -0.134], [0.091, 1.215, -0.004], [1.097, -0.351, 0.644], [-0.153, -0.178, 0.254], [-0.669, -0.120, -0.245]],
  "nbo_charge": [0.11, -0.44, 0.26, 0.21, -0.47, 0.23, 0.21, 0.17, 0.25, -0.33, 0.23, -0.17, -0.24, 0.19, -0.22]
}

***

(5)
{
  "formula": "C10H13N2",
  "method": "wB97M-V/def2-TZVPD",
  "charge": 1,
  "lumo_ev": -4.52,
  "smiles": "C[C@@H]1CN1C(=[NH2+])c1ccccc1",
  "homo_ev": -13.4,
  "elements": ["H", "C", "H", "H", "C", "H", "H", "N", "H", "H", "N", "H", "H", "H", "C", "C", "C", "C", "H", "H", "H", "C", "C", "C", "C"],
  "positions_angstrom": [[-0.398756, -1.961854, -1.294605], [1.489125, -1.071775, -1.643660], [3.325197, -2.130958, -0.626791], [-3.075289, 1.353163, 2.399137], [0.844802, -0.303899, 0.863065], [2.059045, -0.586718, -2.352726], [0.113212, -1.493462, -3.038935], [1.749942, -0.650753, -0.292599], [-1.604619, 2.972137, -1.373338], [-0.912737, -0.017982, 2.564257], [0.944479, -1.093189, 1.889718], [0.582860, 1.585228, -1.080088], [-3.305053, 2.971553, 0.510347], [0.721765, -0.573765, 2.744418], [-1.353576, 2.381291, -0.477978], [-2.416390, 2.315624, 0.568093], [0.026964, -1.249256, -1.974589], [-0.155694, 0.741697, 0.658742], [1.585494, -2.774355, -0.274188], [1.806869, -1.667017, 1.822158], [-0.539345, -0.347551, -1.752877], [2.237495, -1.994933, -0.645072], [-0.288094, 1.589571, -0.416210], [-2.291122, 1.398233, 1.632438], [-1.146574, 0.608969, 1.591283]],
  "forces_ev_per_a": [[-0.322, -0.981, -0.217], [-1.221, -0.743, 2.645], [-0.562, 0.026, -0.264], [0.615, -0.191, -0.296], [2.368, -0.853, -7.000], [1.273, 1.042, -1.381], [-1.297, -0.302, 0.232], [-1.433, 1.321, 4.257], [0.525, -0.016, 0.683], [-1.109, 1.089, -2.327], [1.643, 0.460, 0.927], [-0.696, 0.399, -0.285], [0.750, -0.424, -0.129], [0.352, -1.106, 0.155], [-4.497, 1.320, 0.658], [1.393, -0.495, -0.848], [1.411, -0.020, -0.447], [0.360, -1.986, 1.688], [0.287, -0.414, 0.025], [-0.955, 0.254, 0.697], [0.184, 0.202, -0.693], [-1.145, 1.217, -0.241], [2.774, -0.605, -0.473], [-0.231, 1.246, -1.600], [-0.469, -0.440, 4.235]],
  "nbo_charge": [0.22, 0.00, 0.25, 0.25, 0.61, 0.22, 0.25, -0.40, 0.25, 0.20, -0.72, 0.24, 0.24, 0.43, -0.20, -0.11, -0.63, -0.20, 0.21, 0.44, 0.23, -0.26, -0.17, -0.22, -0.12]
}

***

no.,frontier orbital gap (eV)
1,4.37
2,9.55
3,10.88
4,9.13
5,8.84